Entry 1:
Computed, not measured: C26H28FN5O2 in the gas phase, with ωB97M-V with the def2-TZVPD basis set.

Each line ends with the Löwdin charge.
Element x y z (Å)
1 O -1.719 2.591 0.279  0.06
2 C -0.682 2.785 -0.329  -0.45
3 N -0.226 1.965 -1.294  0.12
4 C -0.768 0.646 -1.515  -0.20
5 C -1.341 0.561 -2.948  -0.07
6 C -1.886 -0.803 -3.249  -0.25
7 C -3.224 -1.100 -3.016  -0.05
8 C -3.715 -2.371 -3.253  -0.09
9 C -2.873 -3.364 -3.725  -0.10
10 C -1.540 -3.076 -3.964  -0.08
11 C -1.050 -1.804 -3.730  -0.04
12 C 0.415 -0.319 -1.367  -0.45
13 O 1.512 0.036 -1.770  0.04
14 N 0.198 -1.541 -0.856  -0.04
15 C -1.037 -2.059 -0.324  -0.13
16 C -1.073 -1.916 1.202  -0.07
17 C 0.328 -2.113 1.819  -0.40
18 C 1.167 -2.995 0.874  -0.09
19 C 1.352 -2.344 -0.499  -0.12
20 N 0.173 -2.821 3.100  0.00
21 C 1.334 -2.789 3.968  -0.20
22 C 1.736 -1.372 4.432  -0.11
23 C 1.607 -0.481 3.252  -0.20
24 N 2.019 0.819 3.131  0.12
25 C 1.626 1.234 1.898  -0.15
26 N 1.000 0.300 1.244  0.16
27 C 0.982 -0.785 2.073  -0.17
28 C 0.137 4.020 -0.103  -0.13
29 C -0.512 5.133 0.425  -0.02
30 C 0.179 6.304 0.679  -0.06
31 C 1.537 6.379 0.425  -0.01
32 C 2.174 5.261 -0.085  -0.27
33 F 3.504 5.319 -0.316  0.06
34 C 1.504 4.084 -0.359  0.03
35 H 0.708 2.071 -1.669  0.12
36 H -1.545 0.488 -0.768  0.14
37 H -2.124 1.315 -3.044  0.13
38 H -0.533 0.802 -3.642  0.13
39 H -3.883 -0.327 -2.646  0.12
40 H -4.758 -2.588 -3.071  0.10
41 H -3.256 -4.356 -3.910  0.10
42 H -0.880 -3.846 -4.338  0.10
43 H -0.010 -1.582 -3.918  0.12
44 H -1.086 -3.116 -0.604  0.13
45 H -1.894 -1.565 -0.776  0.11
46 H -1.438 -0.923 1.470  0.12
47 H -1.751 -2.664 1.616  0.12
48 H 2.150 -3.178 1.306  0.11
49 H 0.657 -3.955 0.791  0.12
50 H 1.516 -3.116 -1.260  0.13
51 H 2.213 -1.672 -0.500  0.12
52 H -0.616 -2.418 3.597  0.12
53 H 2.170 -3.240 3.431  0.11
54 H 1.114 -3.417 4.835  0.12
55 H 2.755 -1.376 4.827  0.11
56 H 1.067 -1.032 5.232  0.12
57 H 2.515 1.357 3.823  0.16
58 H 1.811 2.223 1.532  0.11
59 H -1.568 5.054 0.631  0.12
60 H -0.339 7.162 1.080  0.11
61 H 2.103 7.277 0.618  0.12
62 H 2.063 3.243 -0.740  0.13

Cartesian forces, eV/Å:
O -0.149 0.036 0.158
C -0.115 0.010 -0.192
N 0.266 -0.130 -0.231
C 0.032 0.078 -0.052
C 0.022 -0.079 0.265
C -0.090 0.048 -0.195
C 0.059 0.029 -0.047
C -0.100 -0.048 0.038
C -0.054 -0.098 0.007
C 0.059 -0.085 -0.014
C -0.068 0.022 -0.038
C -0.386 -0.001 -0.073
O 0.242 0.190 -0.261
N 0.177 -0.170 0.034
C -0.373 0.097 0.249
C 0.103 0.005 -0.099
C -0.019 -0.157 -0.132
C -0.217 0.140 0.023
C 0.450 -0.015 -0.082
N -0.288 -0.034 -0.027
C 0.140 0.114 0.232
C -0.052 -0.082 -0.028
C -0.118 -0.361 -0.106
N 0.009 -0.022 0.046
C 0.053 0.209 0.009
N -0.142 0.174 -0.307
C 0.311 -0.001 0.687
C 0.087 0.345 0.264
C -0.134 -0.181 -0.036
C 0.041 -0.077 -0.042
C 0.200 -0.124 -0.070
C -0.047 0.054 0.019
F -0.123 -0.014 0.016
C 0.015 0.135 0.003
H -0.088 0.065 0.079
H 0.074 -0.030 -0.079
H 0.068 0.018 0.008
H -0.021 0.063 0.010
H -0.071 0.104 0.038
H -0.085 -0.018 0.012
H -0.030 -0.078 -0.020
H 0.058 -0.061 -0.034
H 0.144 0.037 -0.020
H -0.089 0.082 -0.048
H 0.062 -0.130 -0.016
H -0.070 0.007 0.023
H -0.024 -0.030 0.035
H 0.020 -0.059 -0.015
H -0.009 -0.052 0.025
H 0.090 0.052 0.039
H -0.087 -0.151 -0.032
H -0.026 -0.036 -0.060
H 0.015 -0.018 0.097
H 0.126 0.013 -0.051
H -0.001 -0.031 0.058
H 0.062 -0.050 0.042
H -0.055 -0.006 -0.109
H 0.090 0.276 -0.014
H -0.071 -0.022 0.024
H -0.046 0.069 0.028
H 0.082 0.070 0.008
H 0.094 -0.090 -0.047

SMILES	O=C(N[C@@H](Cc1ccccc1)C(=O)N1CCC2(CC1)NCCc1[nH]cnc12)c1cccc(F)c1
multiplicity	1
energy relative to the best compared isomer or geometry (same formula, charge and spin)	0.00	kJ/mol

Entry 2:
Computed, not measured: a molecular structure, C26H28LuN6O3S in a non-equilibrium geometry, with ωB97M-V with the def2-TZVPD basis set.

Each line ends with the Löwdin charge.
Element x y z (Å)
1 Lu 0.225 -1.169 -0.459  1.76
2 O -1.166 -1.735 0.854  -0.23
3 C -0.942 -3.067 0.802  -0.47
4 N -1.498 -3.971 0.124  0.19
5 C -2.336 -3.850 -1.008  -0.19
6 C -3.331 -4.822 -1.129  -0.03
7 C -4.051 -4.966 -2.293  -0.08
8 C -3.735 -4.174 -3.391  -0.07
9 C -2.745 -3.219 -3.287  -0.03
10 C -2.051 -3.007 -2.094  -0.20
11 N -1.069 -1.959 -2.047  -0.05
12 C -1.568 -0.757 -2.473  -0.52
13 O -2.711 -0.478 -2.784  0.06
14 C -0.536 0.405 -2.623  -0.24
15 C -1.003 1.557 -3.235  0.01
16 C -0.097 2.564 -3.508  -0.02
17 C 1.234 2.402 -3.145  -0.04
18 C 1.607 1.243 -2.498  -0.14
19 N 0.747 0.247 -2.248  -0.04
20 C 0.365 -3.506 1.406  -0.21
21 C 0.555 -4.422 2.426  0.02
22 C 1.853 -4.783 2.738  -0.03
23 C 2.913 -4.238 2.019  -0.04
24 C 2.637 -3.338 1.012  -0.11
25 N 1.386 -2.970 0.711  0.01
26 H -3.504 -5.474 -0.283  0.11
27 H -4.829 -5.715 -2.363  0.10
28 H -4.260 -4.302 -4.328  0.11
29 H -2.510 -2.597 -4.139  0.12
30 H -2.050 1.608 -3.494  0.13
31 H -0.420 3.471 -4.003  0.12
32 H 1.975 3.160 -3.355  0.11
33 H 2.631 1.081 -2.183  0.11
34 H -0.296 -4.843 2.939  0.13
35 H 2.044 -5.494 3.531  0.12
36 H 3.936 -4.516 2.228  0.11
37 H 3.430 -2.907 0.414  0.11
38 C 1.116 4.961 0.526  -0.05
39 N -0.288 4.800 0.807  -0.16
40 C -1.135 5.943 1.137  -0.10
41 C -2.531 5.312 1.320  -0.11
42 N -2.271 3.914 1.008  0.02
43 C -0.982 3.657 0.740  -0.79
44 S -0.379 2.129 0.380  0.71
45 H 1.260 5.740 -0.225  0.10
46 H 1.504 4.019 0.147  0.04
47 H 1.665 5.241 1.428  0.10
48 H -1.111 6.675 0.327  0.13
49 H -0.780 6.429 2.047  0.13
50 H -3.264 5.739 0.637  0.12
51 H -2.896 5.428 2.340  0.12
52 H -2.945 3.170 1.041  0.14
53 C 2.126 0.927 2.996  -0.15
54 C 3.483 0.677 2.340  -0.14
55 C 3.101 0.314 0.912  -0.16
56 O 1.746 -0.206 0.987  -0.38
57 C 1.274 -0.154 2.375  -0.19
58 H 1.734 1.904 2.710  0.10
59 H 2.152 0.853 4.082  0.13
60 H 4.000 -0.153 2.824  0.12
61 H 4.140 1.545 2.368  0.12
62 H 3.737 -0.452 0.468  0.12
63 H 3.071 1.187 0.259  0.11
64 H 1.432 -1.134 2.832  0.13
65 H 0.211 0.077 2.352  0.09

Cartesian forces, eV/Å:
Lu 1.664 0.299 -0.321
O -0.605 -1.014 0.759
C -0.362 0.261 0.317
N 0.129 -0.008 -0.404
C 0.093 -0.059 0.221
C -0.022 0.031 -0.011
C -0.016 0.017 -0.054
C -0.022 -0.031 0.018
C -0.006 0.023 0.049
C 0.004 0.042 0.095
N -0.532 0.443 -0.178
C 0.224 -0.065 -0.243
O 0.019 0.080 -0.009
C -0.276 -0.415 -0.234
C 0.244 0.025 -0.016
C -0.044 0.048 0.004
C 0.038 -0.034 0.008
C 0.040 -0.107 -0.003
N -0.352 0.264 -0.040
C -0.061 -0.107 0.026
C 0.023 0.051 -0.022
C 0.033 -0.011 0.025
C -0.005 0.006 -0.011
C -0.024 -0.012 0.028
N -0.308 0.088 -0.043
H 0.015 -0.006 0.000
H 0.000 -0.003 0.010
H 0.004 0.002 -0.003
H 0.005 0.003 -0.001
H 0.001 0.008 -0.011
H 0.010 -0.003 -0.008
H -0.012 0.012 -0.002
H 0.004 0.028 0.016
H -0.010 0.012 -0.005
H 0.003 0.000 -0.003
H -0.004 -0.009 0.005
H -0.005 0.016 -0.002
C 0.026 0.025 0.017
N 0.041 -0.032 -0.048
C -0.032 -0.023 0.034
C 0.021 0.025 -0.001
N 0.061 -0.062 -0.020
C -0.299 -0.079 -0.020
S 0.350 -0.052 0.016
H -0.009 -0.002 -0.002
H -0.005 -0.017 0.004
H -0.005 0.006 -0.001
H -0.001 -0.004 -0.005
H 0.009 0.012 -0.010
H -0.008 0.000 0.007
H -0.008 -0.009 0.000
H -0.040 0.035 0.008
C 0.040 -0.032 0.049
C 0.049 0.010 -0.027
C -0.129 0.079 -0.076
O -0.043 0.076 0.177
C 0.042 0.149 -0.086
H -0.017 0.002 0.017
H 0.024 0.008 -0.005
H -0.024 -0.011 0.003
H -0.002 -0.002 0.008
H 0.026 0.015 0.012
H 0.005 0.025 0.022
H 0.044 -0.007 -0.019
H -0.002 -0.011 -0.011

multiplicity	1
charge	+1

Entry 3:
Computed, not measured: a molecular structure, C26H28N8O7SZr in a non-equilibrium geometry, with ωB97M-V with the def2-TZVPD basis set.

Each line ends with the Löwdin charge.
Element x y z (Å)
1 Zr -0.173 -0.062 0.044  1.90
2 C 4.260 -0.772 0.901  -0.05
3 C 2.968 -1.149 0.569  -0.07
4 N 1.913 -0.680 1.233  0.04
5 C 2.170 0.161 2.245  -0.19
6 C 3.464 0.533 2.567  -0.03
7 N 4.509 0.076 1.889  0.14
8 C 0.992 0.723 2.932  -0.17
9 C 0.991 1.031 4.277  0.08
10 C -0.163 1.544 4.863  -0.10
11 C -1.269 1.740 4.037  0.08
12 C -1.195 1.421 2.699  -0.17
13 N -0.085 0.896 2.154  0.04
14 C -2.294 1.668 1.740  -0.17
15 C -3.422 2.412 2.034  -0.03
16 N -4.358 2.668 1.124  0.14
17 C -4.164 2.194 -0.098  -0.05
18 C -3.036 1.454 -0.418  -0.05
19 N -2.116 1.186 0.502  0.03
20 C -0.216 1.874 6.305  -0.18
21 C 0.902 2.365 6.967  0.00
22 C 0.798 2.662 8.319  -0.10
23 N -0.319 2.490 9.021  0.09
24 C -1.387 2.019 8.381  -0.11
25 C -1.388 1.703 7.031  -0.01
26 H 5.107 -1.148 0.342  0.13
27 H 2.777 -1.834 -0.241  0.12
28 H 3.660 1.237 3.368  0.13
29 H 1.873 0.839 4.872  0.13
30 H -2.172 2.168 4.447  0.12
31 H -3.579 2.833 3.018  0.13
32 H -4.916 2.412 -0.846  0.13
33 H -2.865 1.076 -1.414  0.11
34 H 1.831 2.555 6.443  0.12
35 H 1.651 3.056 8.859  0.12
36 H -2.283 1.886 8.976  0.12
37 H -2.285 1.304 6.572  0.11
38 C -2.995 -2.440 3.352  0.02
39 N -1.889 -3.140 2.688  -0.10
40 C -1.653 -4.535 3.082  0.01
41 C -1.156 -2.531 1.785  -0.36
42 O -1.323 -1.329 1.475  -0.09
43 C -0.048 -3.290 1.076  -0.06
44 O 0.374 -2.534 -0.050  -0.22
45 C 0.010 -3.032 -1.341  -0.06
46 C -0.832 -1.973 -2.016  -0.41
47 O -1.460 -1.181 -1.236  -0.13
48 N -0.934 -1.958 -3.309  -0.08
49 C -1.695 -0.909 -4.001  0.03
50 C -0.210 -2.913 -4.164  0.02
51 H -3.848 -3.113 3.405  0.11
52 H -3.265 -1.557 2.785  0.09
53 H -2.704 -2.154 4.363  0.11
54 H -1.985 -4.658 4.108  0.11
55 H -0.596 -4.784 3.044  0.10
56 H -2.218 -5.222 2.451  0.11
57 H -0.368 -4.285 0.777  0.14
58 H 0.805 -3.390 1.748  0.15
59 H -0.584 -3.943 -1.257  0.16
60 H 0.920 -3.242 -1.895  0.14
61 H -1.906 -0.097 -3.317  0.07
62 H -2.619 -1.325 -4.400  0.11
63 H -1.086 -0.531 -4.819  0.12
64 H -0.259 -3.923 -3.766  0.10
65 H 0.829 -2.604 -4.285  0.12
66 H -0.687 -2.918 -5.138  0.11
67 O 1.814 1.754 -2.716  -0.17
68 S 1.040 1.124 -1.728  0.40
69 O 1.171 -0.403 -1.612  -0.41
70 O -0.456 1.251 -1.764  -0.38
71 O 1.278 1.475 -0.269  -0.39

Cartesian forces, eV/Å:
Zr -0.968 -1.414 1.947
C 0.121 0.071 0.131
C -0.181 -0.259 0.025
N 0.076 0.559 -0.045
C -0.173 -0.076 0.075
C 0.154 -0.092 0.032
N -0.022 -0.021 0.006
C -0.060 0.017 -0.139
C 0.048 0.068 0.115
C 0.016 0.037 0.125
C -0.064 0.088 0.109
C 0.015 -0.007 -0.196
N 0.055 0.134 0.239
C 0.154 -0.016 0.061
C -0.266 0.110 -0.074
N 0.087 -0.048 0.036
C -0.108 0.094 0.142
C 0.041 -0.123 -0.029
N 0.176 0.028 -0.168
C 0.025 -0.036 -0.119
C 0.070 0.038 -0.047
C -0.107 -0.024 0.072
N 0.011 -0.025 -0.119
C 0.107 0.049 0.071
C -0.089 -0.043 -0.013
H -0.010 -0.024 0.001
H -0.017 0.044 -0.108
H 0.010 0.002 -0.029
H -0.027 0.005 0.005
H 0.018 0.002 0.004
H -0.018 0.005 -0.003
H 0.013 -0.004 0.011
H 0.018 -0.012 -0.040
H -0.026 -0.012 0.042
H -0.016 0.001 -0.006
H 0.006 -0.001 -0.003
H 0.023 0.015 0.037
C 0.054 -0.056 0.004
N -0.012 -0.053 0.073
C -0.046 0.046 -0.012
C -0.037 -0.037 -0.076
O 0.035 -0.001 0.196
C 0.030 0.075 -0.025
O -0.168 0.036 -0.282
C 0.118 0.056 0.136
C -0.462 -0.144 0.123
O 0.021 -0.280 -0.580
N -0.084 0.097 -0.254
C 0.038 -0.042 -0.026
C -0.062 0.035 0.004
H -0.002 -0.007 -0.003
H 0.012 0.005 -0.029
H 0.015 -0.020 -0.006
H 0.007 0.009 0.026
H 0.001 0.017 0.006
H -0.020 0.021 -0.011
H -0.006 -0.056 -0.019
H 0.051 -0.027 0.051
H 0.017 -0.079 -0.013
H 0.088 -0.004 -0.022
H 0.010 -0.005 0.039
H -0.012 -0.031 -0.008
H 0.008 0.000 -0.001
H -0.017 0.000 0.032
H -0.006 0.030 0.016
H -0.021 0.004 -0.007
O -0.006 0.002 0.005
S 0.604 0.558 -0.795
O 0.318 0.081 -0.354
O 0.021 0.096 -0.247
O 0.421 0.540 -0.087

multiplicity	1
charge	+2

| no. | LUMO (eV) | DFT total energy (eV) |
| --- | --- | --- |
| 1 | 0.664 | -41681.5752 |
| 2 | -2.656 | -86953.3522 |
| 3 | -6.531 | -65777.7639 |